75
Properties=species:S:1:pos:R:3 method="wB97M-V/def2-TZVPD" orbital_gap_ev=4.40 e_lumo_ev=-2.89 molar_mass_g_mol=889.9 e_above_lowest_kcal_mol=40.9
H 0.483 4.990 -6.321
C -2.893 0.898 1.976
N -1.375 -1.918 -3.396
H 1.965 5.421 -2.314
C -3.089 -5.806 -3.543
H -2.372 2.967 4.341
H -3.116 0.764 0.919
C -1.740 -5.093 -1.223
H -3.783 1.268 2.492
S 1.615 2.446 -1.525
C -3.093 -4.484 -3.122
H 1.383 4.063 2.635
C 0.819 2.653 -3.932
Si -1.517 2.114 2.235
H 2.633 1.161 4.741
C -2.426 -6.774 -2.802
Au 1.073 -0.826 -1.280
C 1.242 5.344 -4.350
C 0.705 1.220 -3.491
N -2.410 -2.779 -1.517
H -2.562 -2.603 -0.536
C 0.152 1.351 1.657
H -2.744 3.865 1.108
C 3.147 0.520 1.707
C 1.638 1.195 4.287
H -2.646 -0.083 2.384
C 1.331 -2.624 4.063
H 0.105 2.549 -5.944
H -1.159 4.485 1.625
H 3.070 3.664 2.996
C -1.676 3.641 1.167
C 2.337 -3.251 1.981
H -0.650 3.331 4.240
H -3.620 -6.082 -4.445
H 2.503 3.708 1.313
H -1.233 -7.164 -1.061
F -0.956 -1.916 1.383
C 2.397 -3.157 3.363
F 1.377 -2.514 5.392
C -2.410 -4.128 -1.965
H -1.274 -2.846 -3.774
O 0.685 2.770 -0.452
H -2.430 -7.805 -3.129
H 1.048 1.938 4.817
H 1.412 6.397 -4.535
C 0.215 -2.196 3.366
H 4.073 0.557 2.286
H 3.374 0.827 0.688
C -1.401 2.566 4.040
C -1.872 -1.728 -2.173
H -3.635 -3.728 -3.677
C 0.720 4.544 -5.364
H -1.291 3.506 0.163
O 3.004 2.460 -1.152
H -1.193 -4.794 -0.338
C 1.555 4.809 -3.106
H 1.177 0.221 4.441
S -1.777 -0.218 -1.428
F -0.826 -1.674 4.031
C 0.174 -2.315 1.989
O 0.252 0.336 -4.195
H -0.871 -1.148 -3.820
C 1.232 -2.828 1.244
C 0.504 3.186 -5.167
S 1.193 -3.013 -0.508
Si 1.881 1.621 2.480
N 1.160 1.069 -2.214
C 1.326 3.460 -2.934
H 2.806 -0.516 1.683
H 0.108 0.700 0.753
H -1.192 1.700 4.670
F 3.405 -3.753 1.364
C -1.759 -6.415 -1.638
C 2.230 3.449 2.328
F 3.483 -3.560 4.022

63
Properties=species:S:1:pos:R:3 method="wB97M-V/def2-TZVPD" total_charge=-2 orbital_gap_ev="2.55 / 6.04" multiplicity=4 e_lumo_ev="4.04 / 4.04" molar_mass_g_mol=741.2 s2=3.784 e_above_lowest_kcal_mol=0.0
O -1.501 0.170 2.288
H 0.688 1.822 1.861
N 0.774 0.623 0.167
H -1.265 3.650 -1.801
H -0.148 -4.570 -0.413
C -1.084 -0.764 -3.048
H 1.860 -3.984 -4.198
H 1.063 -0.260 -1.706
C -2.724 2.102 -0.128
H 3.386 -0.098 -1.595
H -3.508 1.909 0.600
H 3.213 -1.377 0.339
N -1.703 -1.058 2.696
C -1.023 -1.475 3.790
C 1.267 -0.550 0.908
H 0.830 2.699 0.340
H -0.412 -0.710 4.245
S -3.478 -1.350 0.696
H -3.062 2.096 -1.162
H 0.955 1.497 -1.724
S 0.268 -1.397 -4.998
H 0.153 5.580 -1.192
O -1.824 -0.026 -2.298
H -0.553 -3.043 5.132
Cl 0.795 6.731 1.345
C -0.344 5.001 -0.423
H -1.459 -2.504 -0.759
C 2.814 -0.545 0.923
C -2.628 -3.234 2.476
H 3.286 1.664 -1.512
O 1.537 -0.745 -5.292
C -0.495 -2.033 -2.646
C -2.543 -1.914 2.028
N 3.327 0.694 0.334
H 0.863 -0.488 1.919
H 3.040 1.796 2.078
N -0.768 -0.380 -4.302
H -2.038 2.909 2.342
H 3.204 -0.630 1.943
C 2.732 1.840 1.029
H -3.265 -3.902 1.916
H 3.158 2.746 0.591
H 1.569 -5.283 -2.074
C 2.911 0.736 -1.074
C 0.016 -3.966 -1.301
C -1.118 -2.759 4.254
C -1.924 -3.674 3.582
C 1.367 0.644 -1.182
C 1.188 1.829 0.891
O -0.310 -2.078 -6.148
C 1.155 -3.655 -3.441
H -0.612 4.842 2.952
C -0.178 5.340 0.912
C -1.589 3.525 1.570
Pt -1.679 0.196 -0.072
C -0.711 -2.810 -1.484
C 0.414 -2.521 -3.630
H -1.999 -4.704 3.903
H 0.884 -1.450 0.430
C -1.148 3.930 -0.760
C -0.781 4.588 1.913
C 0.981 -4.389 -2.254
C -1.824 3.168 0.221

21
Properties=species:S:1:pos:R:3 method="wB97M-V/def2-TZVPD" orbital_gap_ev="6.98 / 7.29" e_lumo_ev="0.01 / 0.28" molar_mass_g_mol=140.3 e_above_lowest_kcal_mol=73.1
S 1.507 1.287 1.521
H -0.993 2.696 2.012
H 0.089 -1.516 1.067
C 1.481 0.092 -1.002
H 3.282 0.972 0.131
C -0.079 0.733 1.428
H -2.570 -0.517 -0.379
H 1.724 -0.710 -2.871
H -1.439 1.285 2.961
H -1.902 -2.105 0.142
H -0.333 -0.360 -1.717
C -1.854 -1.012 0.413
C 0.250 -0.393 -0.827
H -2.353 -0.792 1.382
C -0.410 -0.548 0.564
C 2.179 0.106 -2.350
C 2.260 0.580 0.130
H 2.138 1.069 -2.861
C -1.215 1.534 1.924
H 3.306 -0.203 -2.107
H -2.131 1.373 1.335

20
Properties=species:S:1:pos:R:3 method="wB97M-V/def2-TZVPD" orbital_gap_ev=9.45 e_lumo_ev=1.00 molar_mass_g_mol=124.3 smiles="C[SiH2][C@@H]1C=CC(C)=C1" e_above_lowest_kcal_mol=0.0
C 0.274 1.603 -0.118
H -0.919 1.301 -2.710
H -2.069 -0.047 1.782
C 0.485 0.690 -1.222
H 0.733 1.860 -2.983
H 0.317 0.169 -3.284
H 1.381 -1.302 -1.319
H 0.142 -1.547 3.048
H 0.726 1.550 1.996
H -0.189 2.570 -0.236
H -2.568 -1.690 1.437
Si -0.065 -1.529 1.591
C 0.727 1.075 1.030
H 0.177 -2.869 1.044
C -1.825 -0.933 1.204
H -1.929 -0.674 0.154
H 2.207 -0.507 1.173
C 1.065 -0.434 -0.777
C 0.131 1.021 -2.634
C 1.201 -0.306 0.825

11
Properties=species:S:1:pos:R:3 method="wB97M-V/def2-TZVPD" orbital_gap_ev=8.15 e_lumo_ev=0.65 molar_mass_g_mol=83.1 smiles="[O-]C1=CC=C[NH2+]1" e_above_lowest_kcal_mol=41.9
H -0.033 -0.894 1.264
C 1.210 0.268 0.368
N 0.196 -1.048 0.272
H -1.675 -1.352 -0.859
O 2.320 0.043 0.775
H 0.637 -1.955 0.130
H 0.520 2.298 0.160
C 0.292 1.252 0.040
C -0.881 0.710 -0.579
H -1.658 1.318 -1.029
C -0.927 -0.639 -0.544

9
Properties=species:S:1:pos:R:3 method="wB97M-V/def2-TZVPD" orbital_gap_ev=11.33 e_lumo_ev=0.59 molar_mass_g_mol=162.4 e_above_lowest_kcal_mol=110.4
H -0.867 -0.972 -2.850
Cl 2.005 1.118 1.571
H -0.040 1.854 2.445
C -0.550 -1.957 -0.992
Cl -0.548 -0.361 1.679
N -0.394 -1.695 -2.397
O 0.555 -1.349 -1.287
Cl -0.386 2.129 0.211
C 0.225 1.233 1.620

51
Properties=species:S:1:pos:R:3 method="wB97M-V/def2-TZVPD" total_charge=-2 orbital_gap_ev=4.13 e_lumo_ev=4.25 molar_mass_g_mol=736.4 e_above_lowest_kcal_mol=3.9
C 13.550 6.313 9.981
H 12.487 8.758 6.735
O 8.017 3.909 10.305
N 12.111 7.385 8.292
H 12.397 8.202 10.138
H 12.955 6.441 5.178
O 6.601 5.351 9.675
Cl 6.820 11.414 10.706
O 5.859 8.429 8.764
S 11.220 8.713 13.848
H 8.936 8.050 8.402
H 4.968 10.558 9.672
H 8.381 4.498 14.619
N 6.945 4.125 9.690
C 7.758 5.187 15.200
F 4.611 5.119 13.162
C 5.551 4.691 13.992
F 7.066 7.933 15.074
F 6.267 3.676 13.316
H 13.211 6.178 11.051
S 11.381 5.571 12.600
H 11.417 7.358 5.242
C 5.633 10.111 10.399
La 8.311 6.317 11.237
H 9.904 8.154 6.867
O 7.219 6.169 13.093
C 6.667 5.753 14.287
H 9.079 6.634 7.389
C 13.027 7.629 9.454
H 13.727 8.334 9.125
C 10.792 7.074 8.555
H 13.154 5.479 9.414
H 13.763 7.545 7.112
H 7.442 4.691 16.149
C 12.672 7.655 6.965
H 11.700 5.818 6.194
H 11.265 6.369 10.321
S 10.317 8.764 12.123
C 9.618 7.504 7.715
S 11.717 6.704 14.198
C 6.083 7.024 14.956
H 8.395 6.028 15.479
F 5.475 6.782 16.152
F 5.031 4.090 15.068
C 6.300 8.788 9.852
C 12.166 6.753 5.857
F 5.139 7.557 14.154
Cl 4.631 9.769 11.815
O 7.277 8.279 10.507
N 10.430 6.481 9.675
H 14.655 6.218 10.053

18
Properties=species:S:1:pos:R:3 method="wB97M-V/def2-TZVPD" total_charge=+1 orbital_gap_ev="7.22 / 7.22" e_lumo_ev="-3.81 / -3.80" molar_mass_g_mol=166.1 e_above_lowest_kcal_mol=42.4
H -2.262 1.119 0.003
H 1.263 -0.055 1.093
N 1.466 -1.551 -0.345
C 0.836 -0.437 0.179
H 2.470 -1.558 -0.239
C -0.632 -0.338 0.013
H -0.986 -2.074 1.169
H -0.928 -0.828 -0.921
H -1.125 -0.660 2.042
Se -0.491 1.989 -1.602
H 1.185 -1.821 -1.278
C 1.278 1.753 -1.089
H 1.607 2.283 -0.209
C -1.173 1.095 0.028
N -1.338 -1.108 1.142
H 1.994 1.674 -1.890
H -2.357 -1.120 1.006
H -0.807 1.639 0.899

48
Properties=species:S:1:pos:R:3 method="wB97M-V/def2-TZVPD" orbital_gap_ev=6.93 e_lumo_ev=-1.02 molar_mass_g_mol=363.4 e_above_lowest_kcal_mol=98.9
C -0.775 0.765 3.644
N 0.886 -1.660 -0.596
C 0.603 0.683 -1.426
H -1.610 -0.965 6.003
C 0.501 1.073 -5.052
H -3.216 1.580 5.726
H 0.726 -4.594 0.129
H 0.060 -0.360 5.816
C -2.235 0.259 -3.680
C 2.557 1.221 -3.083
O 3.209 -1.409 -0.700
C 1.260 0.905 -2.719
H -0.280 0.970 -5.803
H -2.921 1.067 -3.390
C 0.262 0.764 -3.714
H 2.313 0.420 -0.166
C 0.057 -2.732 -0.747
H 0.837 2.096 4.196
H -3.419 0.010 4.899
C 2.818 1.578 -4.417
C 0.943 -3.980 -0.757
C -0.758 0.473 -1.728
C -2.901 0.986 4.858
H 0.750 -4.606 -1.636
H -3.206 1.516 3.947
H -2.669 -0.697 -3.349
C -0.652 -0.132 1.374
C -1.300 -0.034 2.602
O -1.182 -2.749 -0.835
C 1.229 0.444 -0.176
C 2.184 -2.060 -0.682
H -1.075 0.463 6.908
H 2.002 1.935 1.999
C -0.986 -0.056 5.948
O 2.280 -3.464 -0.741
H 3.814 1.922 -4.692
H 2.028 1.835 -6.394
C 1.793 1.524 -5.380
H 3.314 1.208 -2.297
N -1.443 0.823 4.878
C 0.534 0.581 1.106
C 1.074 1.379 2.169
H -2.094 0.271 -4.759
C 0.430 1.468 3.399
H -1.558 0.291 -1.019
N -0.937 0.442 -3.065
H -2.202 -0.615 2.775
H -1.044 -0.841 0.628

87
Properties=species:S:1:pos:R:3 method="wB97M-V/def2-TZVPD" orbital_gap_ev=7.96 e_lumo_ev=-0.11 molar_mass_g_mol=982.9 smiles="CC[C@@H](I)[PH2]([C@H](Br)[C@@H](C)Br)P(O)Cl.CCOS(C)(=O)=O.CCOS(C)(=O)=O.CCOS(C)(=O)=O.CCOS(C)(=O)=O"
H -7.616 -2.171 2.758
H -1.390 -2.025 1.790
H 8.232 2.151 -3.047
H -5.437 -5.864 0.717
C -1.530 -2.000 0.705
H -5.923 6.936 -1.291
C 3.905 2.220 -1.462
H -7.399 7.073 0.759
H 1.791 1.193 -1.508
H -8.311 6.751 -0.715
S -7.413 4.461 1.816
P 6.325 4.518 0.496
H 6.479 -3.276 1.864
C 5.422 -6.326 -2.905
I 8.369 -0.420 0.230
H -6.135 -6.451 2.223
O -7.336 5.438 2.878
C 5.967 -3.501 -0.226
O -7.739 -4.500 1.392
C -7.602 -5.780 0.785
H 4.405 2.285 0.867
O 6.752 5.679 -0.790
C -7.570 6.329 -0.026
H -3.974 2.541 0.932
H -7.153 -1.024 1.469
C 6.474 -4.052 1.094
H 7.487 -4.452 0.982
C 8.590 1.412 -2.200
H -2.408 3.402 1.035
H 10.496 2.705 -2.197
O -0.768 1.067 0.835
H 4.107 1.298 -2.189
C -2.857 -1.354 0.352
H 6.492 -6.538 -2.950
O -6.253 3.723 1.363
H 6.585 -2.643 -0.514
H 1.758 3.046 -1.129
C 7.332 0.973 -1.174
Cl 4.327 5.011 0.902
H 5.842 -4.871 1.449
O -8.135 5.144 0.521
H 5.878 6.060 -1.160
H -8.416 -6.407 1.167
C 4.888 1.924 -0.144
H -2.871 2.255 2.325
C -6.275 -6.426 1.138
H -6.223 -7.446 0.747
H -0.692 -1.438 0.284
H 8.914 0.392 -2.706
O -2.442 1.319 -1.049
S 5.020 -5.710 -1.290
O 6.072 -4.462 -1.270
C 2.364 2.067 -0.931
H 10.650 1.249 -1.020
H 9.580 2.826 -0.560
H 4.937 -3.141 -0.137
H -8.891 2.677 1.328
C -8.692 3.294 2.207
O 3.674 -5.185 -1.315
H 2.298 1.782 0.226
H -6.466 5.258 -1.545
C -7.680 -1.955 1.690
P 6.637 2.530 -0.341
Br 4.326 3.869 -2.481
H -9.587 3.835 2.517
C -6.295 6.036 -0.794
C 9.871 2.056 -1.412
H -5.507 5.672 -0.128
H -8.719 -1.885 1.365
H 4.855 -7.247 -3.058
H -3.671 -1.981 0.734
H -2.988 -1.282 -0.733
O -2.994 -0.074 0.959
S -6.875 -3.255 0.788
H -7.733 -5.708 -0.300
O -5.513 -3.359 1.268
S -2.130 1.172 0.355
H 7.601 2.298 0.745
C -2.935 2.471 1.257
H 5.139 -5.582 -3.652
H -8.329 2.668 3.024
H 6.601 0.411 -1.915
H 7.015 3.225 -1.581
Br 4.631 -0.091 0.123
O 5.447 -6.692 -0.315
H -1.477 -3.020 0.314
O -7.187 -3.107 -0.616

12
Properties=species:S:1:pos:R:3 method="wB97M-V/def2-TZVPD" orbital_gap_ev=11.78 e_lumo_ev=0.45 molar_mass_g_mol=72.1 smiles=O.O.O.O e_above_lowest_kcal_mol=26.5
H -0.486 -0.880 -1.948
H 0.132 -0.336 2.284
H 0.319 0.357 -1.609
H 4.595 0.098 -1.821
O 0.390 -0.167 3.190
O -0.315 -0.258 -1.240
H -5.105 0.883 1.412
H -0.227 0.499 3.495
H -4.571 -0.257 0.572
H 5.251 0.406 -3.150
O -4.848 -0.037 1.462
O 4.864 -0.308 -2.645

9
Properties=species:S:1:pos:R:3 method="wB97M-V/def2-TZVPD" orbital_gap_ev=10.98 e_lumo_ev=0.20 molar_mass_g_mol=102.0 smiles="Nc1noc(=O)o1" e_above_lowest_kcal_mol=51.7
N -0.759 0.107 1.202
H 1.936 -0.642 -0.157
O -1.541 1.294 -1.891
H 1.645 -1.335 1.462
C -1.040 0.950 -0.837
C 0.066 -0.367 0.428
N 1.225 -1.113 0.490
O -1.618 0.953 0.244
O 0.087 0.152 -0.940